{"formula": "C17H56N10O11", "method": "the ωB97M-V functional and the def2-TZVPD basis", "smiles": "NC(N)=O.NC(N)=O.NC(N)=O.NC(N)=O.NC(N)=O.CC(C)O.CC(C)O.CC(C)O.CO.CO.CO", "total_charge": 0, "gap_ha": 0.307, "species": ["C", "O", "H", "H", "H", "H", "C", "O", "H", "H", "H", "H", "C", "O", "H", "H", "H", "H", "C", "O", "N", "N", "H", "H", "H", "H", "C", "O", "N", "N", "H", "H", "H", "H", "C", "O", "N", "N", "H", "H", "H", "H", "C", "O", "N", "N", "H", "H", "H", "H", "C", "O", "N", "N", "H", "H", "H", "H", "C", "C", "C", "O", "H", "H", "H", "H", "H", "H", "H", "H", "C", "C", "C", "O", "H", "H", "H", "H", "H", "H", "H", "H", "C", "C", "C", "O", "H", "H", "H", "H", "H", "H", "H", "H"], "positions_angstrom": [[11.793, -23.129, -14.231], [12.132, -23.418, -15.548], [11.808, -23.949, -13.491], [10.756, -22.806, -14.173], [12.310, -22.312, -13.746], [11.709, -22.745, -16.085], [11.196, -25.182, -18.214], [9.914, -24.755, -18.440], [11.506, -25.047, -17.186], [11.912, -24.668, -18.859], [11.374, -26.244, -18.372], [9.359, -25.325, -17.930], [13.515, -29.286, -18.860], [14.706, -28.460, -19.091], [12.818, -28.710, -18.181], [13.799, -30.162, -18.297], [12.961, -29.585, -19.747], [14.461, -27.756, -19.667], [12.363, -25.880, -21.365], [12.678, -26.920, -20.475], [11.305, -25.100, -21.184], [13.135, -25.602, -22.406], [10.809, -25.012, -20.261], [10.990, -24.416, -21.864], [13.922, -26.159, -22.656], [12.838, -24.787, -22.965], [13.721, -22.915, -20.204], [12.555, -22.439, -20.801], [14.540, -23.770, -20.754], [14.239, -22.504, -19.048], [14.052, -24.207, -21.606], [14.954, -24.411, -20.030], [13.781, -21.695, -18.674], [15.299, -22.661, -18.883], [11.032, -21.430, -18.111], [12.024, -20.490, -18.373], [10.549, -22.279, -18.998], [10.502, -21.614, -16.947], [11.180, -22.227, -19.808], [10.266, -23.256, -18.667], [10.552, -20.883, -16.216], [9.578, -22.077, -16.801], [7.725, -22.994, -20.632], [8.457, -24.114, -20.742], [6.587, -22.754, -21.210], [8.048, -22.006, -19.917], [6.062, -23.492, -21.701], [6.037, -21.933, -20.937], [9.100, -22.017, -19.589], [7.473, -21.117, -19.971], [14.434, -25.598, -17.883], [15.248, -25.545, -18.984], [13.966, -24.548, -17.327], [14.266, -26.640, -17.117], [14.037, -23.770, -17.989], [13.313, -24.539, -16.546], [14.685, -27.511, -17.472], [13.405, -26.792, -16.632], [6.907, -25.897, -18.336], [6.707, -25.793, -16.824], [6.375, -27.243, -16.430], [7.758, -25.422, -16.208], [7.026, -24.921, -18.786], [6.069, -26.375, -18.798], [7.737, -26.570, -18.691], [5.878, -25.065, -16.585], [6.398, -27.244, -15.349], [7.228, -27.921, -16.595], [5.442, -27.696, -16.726], [7.737, -24.470, -16.084], [10.279, -29.459, -18.985], [9.286, -28.998, -17.955], [9.007, -30.215, -17.045], [9.600, -28.009, -17.288], [9.804, -29.891, -19.802], [11.082, -30.098, -18.557], [10.785, -28.621, -19.336], [8.376, -28.776, -18.477], [8.197, -30.852, -17.440], [8.608, -29.931, -16.104], [9.911, -30.675, -16.849], [8.852, -27.476, -17.060], [12.843, -26.471, -14.163], [11.731, -27.211, -14.798], [10.454, -26.415, -14.818], [11.942, -27.453, -16.036], [12.560, -25.970, -13.213], [13.284, -25.740, -14.841], [13.633, -27.103, -13.867], [11.644, -28.123, -14.298], [10.415, -25.567, -15.484], [10.345, -25.915, -13.858], [9.638, -27.075, -14.890], [11.133, -27.842, -16.360]]}


{"formula": "C3H2ClN3O", "method": "the ωB97M-V functional and the def2-TZVPD basis", "smiles": "[H]/N=c1\\ncoc(Cl)n1", "total_charge": 0, "gap_ha": 0.353, "species": ["C", "C", "C", "H", "H", "N", "N", "N", "O", "Cl"], "positions_angstrom": [[-1.460, -0.176, -0.080], [0.726, -0.786, -0.250], [0.201, 1.461, -0.049], [2.506, -1.266, 0.541], [0.237, 2.568, 0.081], [-0.623, -1.167, -0.367], [1.571, -1.786, 0.214], [1.133, 0.623, -0.186], [-1.120, 1.123, 0.091], [-3.172, -0.594, 0.004]]}


{"formula": "H46O23", "method": "the ωB97M-V functional and the def2-TZVPD basis", "total_charge": 0, "gap_ha": 0.395, "species": ["O", "H", "H", "O", "H", "H", "O", "H", "H", "O", "H", "H", "O", "H", "H", "O", "H", "H", "O", "H", "H", "O", "H", "H", "O", "H", "H", "O", "H", "H", "O", "H", "H", "O", "H", "H", "O", "H", "H", "O", "H", "H", "O", "H", "H", "O", "H", "H", "O", "H", "H", "O", "H", "H", "O", "H", "H", "O", "H", "H", "O", "H", "H", "O", "H", "H", "O", "H", "H"], "positions_angstrom": [[-1.750, 1.395, -2.617], [-1.630, 0.954, -3.459], [-2.601, 1.112, -2.183], [-4.944, -2.193, -0.396], [-4.039, -2.358, -0.785], [-5.297, -3.098, -0.288], [-4.133, 0.649, -1.304], [-4.737, 0.026, -0.949], [-4.504, 1.524, -1.113], [3.996, -2.265, -4.261], [3.326, -1.585, -3.950], [4.630, -1.860, -4.857], [2.567, -0.907, 1.368], [3.155, -1.029, 0.578], [1.766, -0.441, 1.030], [2.405, 1.145, 4.584], [2.192, 2.041, 4.431], [3.160, 1.012, 3.964], [0.521, 2.517, 0.659], [0.525, 1.978, 1.480], [-0.267, 3.051, 0.563], [-2.267, -2.171, -1.565], [-1.424, -2.460, -1.126], [-2.191, -1.210, -1.616], [-2.309, -0.082, 1.306], [-2.206, 0.006, 0.319], [-2.896, -0.829, 1.449], [0.291, -2.875, -0.467], [-0.059, -2.254, 0.197], [0.442, -3.678, 0.068], [2.957, -3.430, 2.685], [2.893, -3.039, 3.581], [2.878, -2.622, 2.119], [0.418, 0.999, 2.747], [-0.416, 0.563, 3.056], [1.053, 0.918, 3.494], [3.217, 2.935, -1.932], [3.415, 3.774, -2.388], [2.447, 2.639, -2.423], [1.925, -1.517, -2.893], [0.968, -1.240, -3.046], [1.821, -2.276, -2.271], [3.279, 3.272, 1.214], [2.442, 3.076, 0.799], [3.982, 3.319, 0.537], [4.528, 0.848, 2.727], [4.229, 0.027, 2.294], [4.134, 1.557, 2.191], [4.044, -1.245, -1.024], [3.306, -0.969, -1.632], [4.159, -2.139, -1.363], [0.950, -5.010, 1.326], [1.364, -4.614, 2.124], [0.200, -5.521, 1.655], [-3.971, 1.661, 2.753], [-4.773, 1.710, 2.203], [-3.347, 1.069, 2.233], [-3.248, 4.061, 1.385], [-3.322, 3.332, 2.020], [-3.387, 4.895, 1.912], [-1.056, -1.394, -3.931], [-1.527, -2.160, -3.633], [-0.981, -1.517, -4.858], [-0.531, -0.068, -0.943], [-0.909, 0.422, -1.703], [-0.169, 0.779, -0.527], [-5.177, 3.284, -0.430], [-4.528, 3.749, 0.159], [-4.986, 3.760, -1.276]]}


Number 1: LUMO level -0.373 eV, molar mass 576.69 g/mol, HOMO -8.732 eV. Number 2: LUMO level 0.024 eV, molar mass 131.52 g/mol, HOMO -9.590 eV. Number 3: LUMO level -0.052 eV, molar mass 414.35 g/mol, HOMO -10.793 eV.